8 unconnected molecules or ions with the total composition C26H72N7O10 in a non-equilibrium geometry. Source: OMol25; level of theory: the ωB97M-V functional and the def2-TZVPD basis.

Spin multiplicity = 2
Max |F| = 3.56 eV/Å
Frontier orbital gap (spin up / spin down) = 1.35 / 8.05 eV
Total charge = -2
HOMO level (spin up / spin down) = 2.712 / -3.994 eV
DFT total energy = -59025.7009 eV
LUMO energy (spin up / spin down) = 4.1 / 4.1 eV

Positions of all 115 atoms, in Å:
1 O 2.22635 3.52579 2.89313
2 O 0.53556 -0.52860 -0.81344
3 O 0.01351 -2.81532 -2.58976
4 O -0.60644 0.94691 -1.89489
5 O -4.81761 1.03358 4.10552
6 O 4.67338 -2.80127 -1.34913
7 O 0.20803 0.06228 -6.82216
8 O -4.20938 -2.51969 -0.32549
9 O -0.62458 0.87528 0.22907
10 O 0.92432 0.33877 5.15953
11 N -2.32304 2.48427 1.74084
12 N 1.58129 3.43998 0.11053
13 N 3.18271 0.47693 -1.62345
14 N -3.62452 0.64424 -2.34702
15 N -0.27707 0.40821 -0.84687
16 N 1.55312 0.17275 2.41034
17 N 1.10068 -0.50341 -4.16787
18 C -6.20779 0.87891 4.08550
19 C -0.20795 0.06353 -8.18331
20 C 0.95129 0.33210 6.59284
21 C 2.18547 -2.49866 -4.78737
22 C 1.53415 -0.81881 4.58096
23 C 2.13959 3.38663 4.26616
24 C 4.04788 -0.59867 -2.04362
25 C -0.27604 -4.01688 -0.60155
26 C 0.87777 -1.14910 -6.48274
27 C -1.84046 1.70583 3.90644
28 C 1.34273 4.45859 2.33686
29 C 4.26022 -1.58802 -0.85481
30 C -5.75946 -0.33305 -2.00324
31 C 1.74437 -2.23121 2.48987
32 C 1.77202 -1.08670 -5.25798
33 C -4.03059 -2.23314 1.04617
34 C 5.34486 0.07845 -2.40506
35 C -0.88421 -3.70157 -2.00633
36 C -4.32568 2.02243 3.15239
37 C 5.00523 -3.76222 -0.38443
38 C 0.55347 5.57704 0.14167
39 C 1.09976 -0.94615 3.12179
40 C -4.37365 -0.19155 -1.43792
41 C -3.65022 -1.55992 -1.20876
42 C 1.62273 4.70245 0.82155
43 C -2.87811 1.62903 2.75212
44 H 5.11428 -1.16762 -0.32382
45 H 5.90643 0.45918 -1.55196
46 H 0.52878 0.49506 -8.86090
47 H -4.24024 -1.18484 1.25884
48 H 1.38768 -2.36375 1.46845
49 H 2.15461 2.79921 0.64045
50 H -0.98500 1.08329 3.64427
51 H -0.30598 -3.17085 0.08506
52 H 2.83362 -2.20650 2.45790
53 H -4.47082 3.03866 3.51886
54 H 0.79163 5.76223 -0.90575
55 H 0.01220 -0.96286 3.05084
56 H -4.61363 -2.90159 1.67968
57 H 1.54871 5.43049 2.78528
58 H 0.18294 -0.28686 7.05612
59 H -2.95138 0.57893 2.46924
60 H 6.01533 -0.64650 -2.86660
61 H 0.40514 -2.40031 -1.81775
62 H 5.54074 -4.61969 -0.79195
63 H 2.05904 4.28779 4.87404
64 H -6.22155 0.65203 -1.93851
65 H 0.34990 4.07431 2.57077
66 H 1.16931 0.94797 2.93171
67 H -3.56806 -2.15251 -2.11990
68 H -2.32701 1.31725 4.80107
69 H 4.11854 -4.21313 0.06117
70 H -2.63247 -1.39312 -0.85597
71 H -5.71075 -0.51003 -3.07767
72 H 1.11415 -1.71706 5.03356
73 H 3.56911 0.94648 -0.81703
74 H 2.36048 -0.04632 -1.35841
75 H -1.97189 -3.64331 -1.96566
76 H 3.65175 -1.07419 -2.94086
77 H -0.82852 -4.80119 -0.08412
78 H 0.73999 -4.38242 -0.75038
79 H -2.92395 2.46752 0.92922
80 H -6.38057 -1.11408 -1.56470
81 H -0.60678 -0.85680 -8.60995
82 H 2.60723 5.09286 0.56379
83 H 0.14208 -1.91180 -6.22748
84 H -1.53743 2.70664 4.21408
85 H 1.03654 0.19248 1.54267
86 H -0.70098 -4.57304 -2.63486
87 H -6.43006 0.39738 3.13323
88 H 3.03076 2.85966 4.60704
89 H 2.71972 -0.58277 -5.44782
90 H 0.50846 6.58604 0.55153
91 H 2.71304 -2.90978 -5.64804
92 H 0.73992 1.35817 6.89381
93 H 0.64463 3.06306 0.13729
94 H 1.72296 -0.45267 -3.37396
95 H -2.97767 -2.37630 1.28899
96 H 1.35541 -3.14336 -4.49848
97 H 1.32490 2.72579 4.56227
98 H 1.52630 -1.60170 -7.23284
99 H 1.40399 -3.15095 2.96561
100 H -1.00982 0.76175 -8.42330
101 H -4.83973 1.93951 2.19480
102 H 5.21342 0.90563 -3.10263
103 H -4.49035 0.16363 -0.41404
104 H -1.44473 2.07996 1.44892
105 H 1.89617 0.06745 7.06746
106 H 2.94641 -2.59343 -4.01271
107 H -0.44361 5.14256 0.21357
108 H -6.44834 0.21449 4.91543
109 H -4.21079 1.46617 -2.37551
110 H -2.79540 0.93324 -1.84789
111 H -6.64703 1.85782 4.27764
112 H 5.59095 -3.32620 0.42484
113 H 3.40479 -1.80965 -0.21667
114 H 2.62338 -0.79773 4.61605
115 H 0.44578 -1.16959 -3.78393

Atomic forces in eV per Å
O 1.0 0.2 -1.1
O 0.6 -1.8 -0.4
O -0.7 1.3 -0.2
O -0.5 -0.3 -0.6
O 1.4 1.0 -0.6
O 1.1 -2.3 -1.5
O 0.2 -0.5 -1.2
O -1.3 0.1 0.2
O -1.1 0.5 1.7
O 0.7 -0.8 0.4
N -0.9 0.6 -0.4
N 0.4 -0.4 -0.3
N -0.8 -0.6 -0.6
N -0.2 0.0 0.8
N 1.2 1.0 -0.6
N 0.5 1.6 -0.8
N -0.8 1.5 1.3
C 0.9 0.0 0.2
C -0.2 0.9 -0.4
C -0.3 0.8 -0.2
C 0.7 -0.8 -2.0
C -1.4 -0.3 -0.5
C 0.1 -1.1 1.1
C 0.7 0.8 1.2
C -1.1 -0.6 -0.4
C 0.2 -0.7 0.7
C -1.3 -0.7 0.4
C 0.7 1.0 -0.4
C 0.3 0.5 -0.8
C -0.4 0.0 -0.6
C -1.1 0.2 0.1
C 0.6 -1.0 1.3
C 0.8 0.4 -0.2
C 1.3 -0.7 -0.7
C 1.6 -3.0 1.2
C 0.7 -1.3 0.0
C -0.3 -0.1 0.4
C 0.4 0.7 0.5
C 1.0 -1.9 0.4
C -0.2 -2.5 0.8
C 0.5 -0.4 -0.6
C -1.5 -1.1 -0.4
C 0.7 0.9 2.2
H -0.2 0.3 0.9
H -0.3 0.1 0.3
H 0.9 -0.5 0.0
H -0.3 0.0 0.3
H 0.1 0.4 -0.2
H 0.1 -0.4 0.0
H 0.1 0.2 0.2
H 0.2 0.3 -0.3
H 0.0 0.2 0.2
H 0.2 0.1 0.2
H 0.1 -0.5 -0.1
H -0.4 -0.7 0.4
H -0.2 0.1 -0.3
H -0.5 0.3 0.6
H -0.2 -0.3 -0.3
H 0.0 -0.3 -0.2
H 0.2 -0.1 -0.2
H 0.3 1.2 -0.2
H 0.2 0.4 -0.5
H 0.0 0.6 -0.4
H -0.5 0.0 0.3
H -0.6 0.5 -0.5
H 0.3 0.7 0.0
H 0.0 0.5 -0.4
H 0.3 -0.5 0.1
H -0.4 0.2 0.2
H 0.3 0.5 -0.1
H 0.2 -0.3 -0.1
H 0.3 -0.1 0.6
H -0.1 0.0 0.2
H -0.9 0.9 0.6
H 0.0 1.4 -0.2
H -0.1 -0.2 0.3
H -0.1 -0.2 -0.1
H 0.1 0.2 0.1
H 0.1 0.0 -0.5
H 0.1 0.2 0.3
H 0.4 -0.6 0.4
H 0.2 0.4 0.8
H -0.5 -0.1 -0.2
H 0.0 0.2 -0.6
H 0.1 0.2 -0.6
H -0.5 -0.8 0.2
H -0.9 0.2 -0.1
H 0.2 0.0 -0.1
H -0.1 0.5 -0.3
H -0.1 0.1 0.4
H 0.0 -0.9 -0.3
H 0.0 0.1 0.0
H -0.3 -0.2 -0.1
H 0.3 0.7 0.0
H 0.3 -0.1 0.2
H -0.1 0.2 -0.2
H -0.4 0.0 0.0
H -0.2 0.4 -0.9
H 0.1 0.0 0.5
H -0.5 0.3 1.1
H -0.7 0.0 -0.1
H -0.3 -0.1 0.0
H 0.1 0.7 0.2
H 0.0 0.1 -0.2
H 0.4 -0.2 -0.4
H -0.3 0.7 0.3
H 0.0 -0.1 0.0
H -0.2 -0.1 -0.1
H 0.2 0.6 -0.5
H 0.8 0.2 -0.3
H -0.7 0.0 -0.4
H 0.2 0.1 0.1
H -0.4 0.9 0.1
H 0.1 0.1 0.3
H -0.7 0.0 -0.3